Entry 1:
C5H4S2 | ωB97M-V with the def2-TZVPD basis set

The geometry in XYZ format:
```
11
Properties=species:S:1:pos:R:3:forces:R:3
H 0.7413 -2.2699 -0.0027 0.257 -0.222 -0.259
H -1.6019 0.9186 0.9928 0.518 -0.115 -0.095
C 0.3839 1.0704 0.0222 1.706 -0.428 0.560
H -1.5004 1.1736 -0.7656 0.192 -1.172 1.167
C -0.8859 -0.9126 -0.0600 0.852 2.903 0.284
C 1.2782 -0.1352 -0.0392 0.526 -0.053 0.733
H -1.7492 -1.4613 -0.2254 -1.230 -1.413 0.063
C -1.0102 0.6099 0.1167 -1.571 0.466 -2.067
C 0.4009 -1.2523 -0.0309 -0.940 -1.775 -0.181
S 2.8930 -0.2440 0.0280 -0.111 0.258 -0.185
S 1.0503 2.5028 -0.0359 -0.200 1.551 -0.020
```
Forces are in eV/Å.

Values from the calculation:
Charge   0
Highest occupied orbital energy   -8.758 eV
Energy relative to the best compared isomer or geometry (same formula, charge and spin)   21.3 kcal per mole
SMILES string   S=C1C=CCC1=S
LUMO level   -1.669 eV
Electronic energy   -989.23111 Ha
HOMO-LUMO gap   7.1 eV

natural (NBO) atomic charge list, values in e, 2 entries: H 0.2335; H 0.2597

Entry 2:
C3H5NO | ωB97M-V with the def2-TZVPD basis set

The geometry in XYZ format:
```
10
Properties=species:S:1:pos:R:3:forces:R:3
C 1.1673 -0.0235 -0.1114 -2.063 -0.355 1.295
N 0.2174 -1.0429 -0.0280 3.221 -2.594 0.006
O 2.3671 -0.0446 -0.0616 -0.540 0.302 -0.301
H -1.5605 -0.5169 0.8034 -0.538 0.690 -0.910
H -0.0044 1.5496 0.9299 -0.237 0.039 1.379
C -0.0643 1.0078 0.0254 0.859 -1.788 -0.957
H -0.1413 1.7344 -0.7111 -0.192 1.238 -1.711
H -1.4724 -0.3717 -1.0353 -1.214 -0.022 -1.366
H 0.4922 -2.0438 0.3053 -1.242 2.361 -1.093
C -1.0011 -0.2483 -0.1167 1.946 0.129 3.657
```
Forces are in eV/Å.

Values from the calculation:
Charge   0
Highest occupied orbital energy   -9.624 eV
Energy relative to the best compared isomer or geometry (same formula, charge and spin)   23.4 kcal per mole
SMILES string   O=C1CCN1
LUMO level   0.983 eV
Electronic energy   -247.27002 Ha
HOMO-LUMO gap   10.6 eV

natural (NBO) atomic charge list, values in e, 2 entries: C 0.6951; N -0.6498

Entry 3:
C9H30BeN14O13Pb | ωB97M-V with the def2-TZVPD basis set

The geometry in XYZ format:
```
68
Properties=species:S:1:pos:R:3:forces:R:3
C 0.8671 0.6402 0.5220 3.876 1.275 1.085
C 2.6266 -3.0098 -1.8325 0.447 -1.447 1.736
H 0.4840 -1.6909 -3.6472 0.097 -0.522 -0.754
C 1.5119 2.8091 -2.7773 -1.739 1.363 -2.321
H -0.3650 -0.9442 -2.1807 -0.481 0.450 1.039
N -1.6428 1.3468 3.2216 3.889 -2.671 1.408
H 0.0688 6.7320 1.4151 -0.038 -0.091 -0.269
O 2.2781 0.0298 5.4580 -0.481 0.604 -3.223
O -0.2054 0.7746 0.0270 -4.849 -0.083 -2.683
H 0.4509 -3.6401 1.2435 1.086 -0.174 -0.290
O -3.7435 -1.2462 -1.2773 -0.141 0.271 0.004
C 0.3290 5.0605 0.2867 -1.593 0.683 -0.418
H 1.2758 4.2601 -4.1559 0.113 -0.225 -0.403
N 1.0330 1.6101 -2.6147 -0.178 -3.834 0.736
O 1.4830 1.6539 0.9434 2.515 0.855 0.783
N -0.9195 -1.7268 -1.8640 2.192 9.477 9.361
H -2.8639 -1.4679 1.8166 -0.349 0.037 -0.415
O 1.3429 -0.6310 0.4958 0.315 1.598 0.694
N -2.0835 2.2954 1.2924 0.927 0.616 -2.048
O 1.8829 1.5773 3.8285 -1.158 0.645 0.950
H -1.5811 -1.5997 -1.1115 -0.067 0.103 -0.195
C -1.0400 -2.5598 -2.6977 -4.247 -9.567 -6.915
H -1.2082 1.8624 1.0349 -0.367 0.418 -0.752
O -1.8565 -3.5003 -2.6291 1.018 0.078 -0.290
H -2.6820 -0.2237 0.6164 0.086 0.104 0.586
N -0.3711 4.1648 -0.3500 -1.316 -1.466 -1.254
H -1.8641 0.9752 4.1343 0.081 0.297 -0.305
H 1.7725 1.4447 2.8841 -0.002 0.603 -0.953
N -0.9322 -2.9506 2.6593 -4.359 0.791 0.141
H -4.0128 -3.3669 1.0825 -0.014 0.499 -0.214
O 0.8139 -2.5231 4.0400 -0.587 0.887 -0.646
C 0.3607 -2.7780 2.9235 -0.502 -0.260 6.079
H 3.8136 -1.7961 -2.8896 -0.247 -0.101 0.091
H -0.7954 1.1020 2.7297 0.163 -0.434 0.953
O 1.5431 5.0149 0.3111 4.471 -0.565 1.149
N 3.0325 -2.4357 -2.9205 1.455 3.127 -3.550
H 1.6695 -4.2986 -3.0172 -0.090 -0.226 0.299
H 0.4857 2.7620 -4.5895 0.050 0.249 0.354
N -4.1846 -2.8668 0.2220 -2.111 -3.516 -0.737
N 1.9662 -4.1144 -2.0695 -2.517 -2.642 -0.618
O -3.5316 2.3997 3.0637 0.227 0.499 -0.963
Pb 3.3827 3.4556 0.1778 -2.460 -0.539 -0.239
C -2.4615 2.0609 2.5377 -5.406 1.775 1.390
N -0.3568 6.0800 0.7718 -0.672 1.247 0.810
C 2.2283 0.3479 4.1941 1.647 0.244 3.265
H -4.5806 -3.3929 -0.5439 -0.045 -0.247 0.260
H 2.6797 -2.6849 -3.8335 0.293 -0.101 0.284
H -1.3602 4.3268 -0.4742 0.283 -0.583 0.006
C -3.6896 -1.7223 -0.1561 1.165 1.079 0.899
H 1.4085 -4.5553 -1.3520 0.239 0.171 -0.042
H -1.2945 -3.2721 1.7731 0.262 0.122 0.209
H -1.3635 6.0688 0.6913 0.225 0.177 0.335
H -0.3604 -3.0162 -4.5088 0.402 0.355 -0.041
H -2.6000 2.8363 0.6136 -0.167 -0.383 0.668
O 2.6971 -0.3497 3.3018 0.457 -2.196 -0.589
H 1.1486 1.0047 -3.4149 -0.596 -0.132 0.286
H -1.6391 -2.8069 3.3662 0.500 0.068 0.105
O 2.0873 3.4938 -1.9471 1.497 0.969 1.622
N 1.0347 -3.2363 1.9620 3.784 -1.912 -5.562
H 0.4695 -0.8438 0.1589 -0.411 -2.801 -0.587
N -3.0040 -1.1470 0.8692 1.273 2.000 -0.319
Be 3.8059 -1.0781 0.9622 -0.412 0.307 -0.094
H 2.0048 -3.5080 2.0343 -0.294 0.239 0.063
N 1.1006 3.2812 -3.9793 1.172 1.520 -0.117
N -0.2991 -2.3135 -3.7859 1.208 -0.413 -2.287
O 2.9601 -2.7008 -0.7110 0.571 1.299 2.178
H 0.0742 3.2942 -0.6029 -0.417 0.126 0.057
H 0.7187 1.2326 -1.7322 0.330 -0.098 0.211
```
Forces are in eV/Å.

Values from the calculation:
Charge   +1
Expectation value of S²   0.775
Highest occupied orbital energy (alpha / beta)   -9.796 / -8.999 eV
Spin multiplicity   2
LUMO level (alpha / beta)   -4.938 / -5.211 eV
Electronic energy   -2313.04260 Ha
HOMO-LUMO gap (alpha / beta)   4.9 / 3.8 eV

natural (NBO) atomic charge list, values in e, 2 entries: C 0.9594; C 0.7610

> charge of number 2 (C3H5NO)?

0

Repeat the second record exactly.
C3H5NO | ωB97M-V with the def2-TZVPD basis set

The geometry in XYZ format:
```
10
Properties=species:S:1:pos:R:3:forces:R:3
C 1.1673 -0.0235 -0.1114 -2.063 -0.355 1.295
N 0.2174 -1.0429 -0.0280 3.221 -2.594 0.006
O 2.3671 -0.0446 -0.0616 -0.540 0.302 -0.301
H -1.5605 -0.5169 0.8034 -0.538 0.690 -0.910
H -0.0044 1.5496 0.9299 -0.237 0.039 1.379
C -0.0643 1.0078 0.0254 0.859 -1.788 -0.957
H -0.1413 1.7344 -0.7111 -0.192 1.238 -1.711
H -1.4724 -0.3717 -1.0353 -1.214 -0.022 -1.366
H 0.4922 -2.0438 0.3053 -1.242 2.361 -1.093
C -1.0011 -0.2483 -0.1167 1.946 0.129 3.657
```
Forces are in eV/Å.

Values from the calculation:
Charge   0
Highest occupied orbital energy   -9.624 eV
Energy relative to the best compared isomer or geometry (same formula, charge and spin)   23.4 kcal per mole
SMILES string   O=C1CCN1
LUMO level   0.983 eV
Electronic energy   -247.27002 Ha
HOMO-LUMO gap   10.6 eV

natural (NBO) atomic charge list, values in e, 2 entries: C 0.6951; N -0.6498